No. 1
{
  "formula": "C5H6N",
  "method": "ωB97M-V/def2-TZVPD",
  "multiplicity": 3,
  "relative_energy_kj_mol": 327.6,
  "homo_ev": [-11.963, -15.419],
  "s_squared": 2.012,
  "e_tot_ha": -248.3344,
  "e_lumo_ev": [-4.852, -8.369],
  "charge": 1,
  "elements": ["C", "C", "C", "C", "C", "N", "H", "H", "H", "H", "H", "H"],
  "coordinates": [[0.63117, -1.89068, -0.05715], [-0.53605, -1.48789, -0.00450], [1.91732, -1.35216, -0.02355], [-1.67433, -0.68983, 0.02323], [1.38080, 1.13868, -0.00061], [1.68258, -0.06924, 0.03358], [2.85863, -1.93172, -0.19595], [-2.55799, -1.10751, 0.62111], [-1.41277, 0.32221, 0.32312], [1.12811, 1.61405, -0.94761], [1.37028, 1.82442, 0.91191], [-2.06166, -0.24021, -0.92898]],
  "forces_ev_per_a": [[2.5, -0.3, -0.1], [-1.3, 0.2, -0.2], [-0.4, -4.7, -0.6], [-3.0, 0.7, 0.1], [0.4, -0.1, 0.8], [0.8, 4.7, 0.5], [-0.8, 1.3, 0.4], [1.2, 0.7, -0.9], [0.5, 0.1, 1.4], [-0.1, 0.0, -0.2], [0.2, -1.1, -0.9], [0.0, -1.5, -0.3]]
}

No. 2
{
  "formula": "C5H6N2",
  "method": "ωB97M-V/def2-TZVPD",
  "relative_energy_kj_mol": 490.7,
  "homo_ev": [-8.623, -7.812],
  "e_tot_ha": -303.4492,
  "e_lumo_ev": [0.229, -0.374],
  "elements": ["N", "C", "C", "C", "C", "C", "N", "H", "H", "H", "H", "H", "H"],
  "coordinates": [[-0.15644, 2.93306, 0.04399], [-0.33445, 1.85354, -0.32570], [-0.62670, 0.54889, -0.90434], [0.35160, -0.63674, -0.77301], [1.46626, -0.66772, 0.11410], [-0.85437, -0.36019, 1.24069], [-0.97553, -0.55902, -0.08519], [-1.13229, 0.60219, -1.86493], [0.39020, -1.16761, -1.72921], [1.41174, -1.17226, 1.06329], [2.46184, -0.64435, -0.33353], [-0.64740, -1.22446, 1.86243], [-1.35447, 0.49467, 1.69140]],
  "forces_ev_per_a": [[-0.1, -0.8, -0.2], [0.1, 0.6, 0.1], [0.4, 0.4, -0.3], [-0.8, 0.3, -0.3], [1.0, -0.2, -0.2], [-0.3, 0.1, 1.4], [0.0, -0.4, -0.9], [0.0, 0.0, 0.2], [0.0, -0.1, 0.3], [-0.1, 0.1, 0.0], [-0.3, 0.1, 0.1], [0.0, 0.1, -0.1], [0.1, -0.1, -0.1]]
}

No. 3
{
  "formula": "C5H6N2",
  "method": "ωB97M-V/def2-TZVPD",
  "smiles": "c1cn2c(n1)CC2",
  "relative_energy_kj_mol": 297.9,
  "homo_ev": -8.465,
  "e_tot_ha": -303.5226,
  "e_lumo_ev": 0.909,
  "elements": ["C", "C", "N", "C", "N", "C", "C", "H", "H", "H", "H", "H", "H"],
  "coordinates": [[-1.23616, -1.46929, -0.79420], [-1.55772, -0.21261, -0.33275], [-0.40715, 0.21600, 0.26367], [0.53078, -0.69596, 0.00669], [0.10038, -1.78742, -0.57888], [1.68352, 0.39414, 0.38457], [0.46774, 1.32294, 0.64659], [-1.89568, -2.17213, -1.28756], [-2.44452, 0.39266, -0.37949], [2.23153, 0.65080, -0.52061], [1.87985, -0.47786, 0.99023], [0.37739, 2.15978, -0.06047], [0.27006, 1.67894, 1.66220]],
  "forces_ev_per_a": [[-0.3, 0.0, 0.0], [-0.6, -0.2, 0.0], [-0.7, 0.0, -0.2], [-0.3, 1.1, -1.2], [0.2, 0.7, -0.2], [-1.6, -2.2, -1.4], [-0.2, 0.0, 0.1], [0.1, 0.1, 0.2], [-0.2, -0.2, 0.1], [0.5, -0.3, 0.6], [2.4, 1.3, 2.0], [0.3, -0.2, 0.2], [0.2, -0.1, -0.1]]
}

No. 4
{
  "formula": "C5H6N2",
  "method": "ωB97M-V/def2-TZVPD",
  "relative_energy_kj_mol": 420.3,
  "homo_ev": -7.782,
  "e_tot_ha": -303.4760,
  "e_lumo_ev": 0.804,
  "elements": ["C", "C", "C", "C", "C", "H", "H", "H", "H", "H", "H", "N", "N"],
  "coordinates": [[1.46836, 0.63005, 0.98835], [0.42504, -0.11622, 1.78561], [-1.32642, -0.48869, -0.25359], [-0.05265, 0.29127, -1.58025], [0.71181, 0.13986, -0.30020], [1.42700, 1.83782, 0.78071], [2.54300, 0.33119, 1.18869], [0.97038, -1.09937, 1.88317], [-0.05172, 0.00480, 2.73552], [-2.30265, -1.17645, -0.06148], [0.47779, 0.48020, -2.53646], [-0.24545, -0.37989, 0.45521], [-1.24321, -0.06523, -1.57373]],
  "forces_ev_per_a": [[1.9, 4.2, -2.4], [1.4, -3.6, -1.5], [-7.8, -2.9, -1.0], [9.4, 2.8, -1.5], [-0.3, 0.4, -2.0], [0.0, -2.8, 1.6], [-1.3, 0.4, -0.4], [-0.6, 0.7, 0.6], [-0.7, 1.1, 0.0], [2.6, 2.1, 0.4], [-0.4, 0.5, 0.7], [-1.0, 0.0, 1.7], [-3.0, -2.8, 3.9]]
}

No. 5
{
  "formula": "C5H6N2",
  "method": "ωB97M-V/def2-TZVPD",
  "smiles": "N#C[C@H]1[C@H]2CCN21",
  "relative_energy_kj_mol": 242.3,
  "homo_ev": -9.875,
  "e_tot_ha": -303.5438,
  "e_lumo_ev": 0.949,
  "elements": ["N", "C", "C", "C", "C", "C", "N", "H", "H", "H", "H", "H", "H"],
  "coordinates": [[-1.84888, -1.11152, -1.88169], [-0.87603, -1.15843, -1.25894], [0.33502, -1.20659, -0.47030], [1.08124, 0.01830, -0.14120], [0.19305, 1.24933, -0.02247], [-0.56519, 0.43071, 1.04561], [0.34347, -0.74530, 0.91729], [0.92809, -2.10321, -0.62126], [2.12405, -0.06067, 0.07346], [0.71829, 2.11772, 0.37876], [-0.36151, 1.54128, -0.91992], [-0.46360, 0.83888, 2.05367], [-1.60799, 0.18951, 0.84698]],
  "forces_ev_per_a": [[0.8, 0.0, 0.5], [-0.8, 0.1, -0.6], [0.0, -0.2, -0.2], [0.2, -0.1, 0.7], [0.1, 0.0, 0.0], [-0.5, 0.1, 0.1], [-0.3, -0.1, 0.3], [-0.2, 0.0, 0.1], [0.8, 0.4, -0.9], [-0.1, -0.1, 0.0], [0.2, -0.1, 0.1], [-0.1, -0.1, -0.2], [-0.1, 0.1, 0.0]]
}

No. 6
{
  "formula": "C5H6N2",
  "method": "ωB97M-V/def2-TZVPD",
  "smiles": "C#C[C@@H]1CN1N=C",
  "relative_energy_kj_mol": 554.3,
  "homo_ev": -8.870,
  "e_tot_ha": -303.4249,
  "e_lumo_ev": 0.983,
  "elements": ["C", "C", "C", "C", "N", "N", "C", "H", "H", "H", "H", "H", "H"],
  "coordinates": [[-1.65729, 1.78050, -1.20629], [-0.83227, 0.85317, -1.04380], [0.27696, -0.09323, -1.12880], [0.19759, -1.46146, -0.36115], [1.03887, -0.41970, 0.03021], [0.76971, 0.35479, 1.20467], [0.25797, -0.45753, 2.10484], [-2.59496, 2.42171, -1.18225], [0.77070, 0.00222, -2.08402], [0.47709, -2.44473, -0.84072], [-0.73013, -1.61451, 0.32388], [0.11339, -1.57996, 1.82426], [-0.15388, -0.05909, 3.12586]],
  "forces_ev_per_a": [[0.8, -2.4, 1.0], [-2.7, 3.1, -0.8], [-1.3, -0.5, 0.3], [-3.0, -0.9, -0.5], [2.2, 1.3, 0.6], [-1.7, -3.4, 1.5], [-0.2, 0.9, 0.0], [2.0, -1.1, -0.2], [0.4, -0.3, 0.0], [0.4, 1.4, 0.7], [1.3, 0.5, -1.7], [0.3, 2.1, 1.2], [1.2, -0.7, -2.1]]
}

No. 7
{
  "formula": "C5H6N2",
  "method": "ωB97M-V/def2-TZVPD",
  "relative_energy_kj_mol": 153.8,
  "homo_ev": [-18.828, -18.751],
  "e_tot_ha": -302.6665,
  "e_lumo_ev": [-11.604, -11.575],
  "charge": 2,
  "elements": ["C", "C", "C", "C", "C", "N", "N", "H", "H", "H", "H", "H", "H"],
  "coordinates": [[3.51370, 0.32968, -0.02642], [1.12708, 0.13144, -0.03543], [-1.94633, 1.20648, -0.11094], [-1.11302, -1.19949, -0.34768], [-0.04373, -0.39035, 0.55870], [2.34429, 0.16974, -0.07273], [-1.28112, 0.16984, 0.03855], [4.62395, 0.43083, 0.00093], [-1.84088, 2.07313, 0.58429], [-2.68704, 1.41508, -0.88260], [-0.91228, -1.57545, -1.39314], [-1.82804, -1.72771, 0.16982], [0.04342, -1.03324, 1.51667]],
  "forces_ev_per_a": [[1.0, 0.0, -0.2], [-2.4, 0.3, -0.6], [-1.0, 3.3, 0.9], [1.8, 1.7, -2.6], [-0.4, -2.9, 1.2], [2.4, -0.2, 0.7], [0.7, -1.6, -0.5], [-1.1, 0.0, -0.1], [0.6, -0.7, -0.5], [-0.2, -1.0, 0.0], [-0.1, 1.0, 1.1], [-1.0, -1.8, 1.5], [-0.4, 1.9, -0.9]]
}

No. 8
{
  "formula": "C5H6N2O",
  "method": "ωB97M-V/def2-TZVPD",
  "smiles": "N#CC/C=C/C(N)=O",
  "relative_energy_kj_mol": 124.5,
  "homo_ev": -10.187,
  "e_tot_ha": -378.8235,
  "e_lumo_ev": 0.466,
  "elements": ["N", "C", "C", "C", "C", "C", "N", "O", "H", "H", "H", "H", "H", "H"],
  "coordinates": [[-1.12393, 1.23901, -3.07550], [-1.39676, 0.39059, -2.39009], [-1.62133, -0.63221, -1.42777], [-0.64136, -0.34271, -0.25572], [0.32720, 0.48782, 0.26658], [1.07082, -0.10430, 1.41326], [2.04300, 0.65268, 1.91064], [0.75525, -1.16531, 1.96768], [-2.59362, -0.67154, -1.03650], [-1.37515, -1.62221, -1.90479], [-0.83542, -1.27678, 0.37793], [0.58404, 1.39857, -0.05562], [2.38837, 1.57660, 1.60612], [2.41889, 0.06980, 2.60378]],
  "forces_ev_per_a": [[0.7, 2.4, -2.0], [-1.1, -1.2, 0.7], [3.0, 0.3, 0.2], [0.2, -2.2, 2.0], [-3.3, -5.2, -0.6], [-2.4, -0.4, 0.0], [0.6, 1.0, -0.5], [0.7, 0.9, -0.8], [-1.5, 0.0, 0.4], [-0.1, 0.8, 0.8], [1.0, 1.4, -0.4], [0.9, 3.2, -1.6], [-0.4, -1.3, 0.3], [1.6, 0.2, 1.5]]
}

No. 9
{
  "formula": "C5H6N2O",
  "method": "ωB97M-V/def2-TZVPD",
  "relative_energy_kj_mol": 472.8,
  "homo_ev": -9.013,
  "e_tot_ha": -378.6909,
  "e_lumo_ev": 0.416,
  "elements": ["C", "C", "C", "C", "C", "N", "N", "O", "H", "H", "H", "H", "H", "H"],
  "coordinates": [[-2.69161, 0.89289, 0.16867], [-2.37404, -0.43442, 0.05822], [-0.49312, 0.78279, 0.01327], [2.28455, 0.03608, 0.36986], [1.46812, 1.02569, -0.01713], [-1.49049, 1.59926, 0.16014], [-0.95496, -0.47726, -0.03378], [-0.24300, -1.65452, -0.07581], [-3.51850, 1.43707, 0.09238], [-2.93830, -1.33635, -0.08896], [3.30892, 0.26823, 0.12350], [1.81683, -0.92210, 0.59957], [1.68171, 1.93320, -0.62104], [-0.06516, -2.02207, 0.89668]],
  "forces_ev_per_a": [[5.3, -2.5, -0.3], [0.9, 0.1, -0.3], [4.0, 0.3, 0.7], [-1.8, 1.5, -1.3], [-4.1, -0.7, -0.6], [0.4, 1.2, -0.3], [-2.1, -0.9, 0.6], [0.6, -1.1, 2.2], [-3.6, 1.6, 0.1], [-0.1, -0.1, 0.1], [0.4, -0.7, 0.4], [0.9, 0.3, 0.4], [0.0, -0.6, 1.0], [-0.9, 1.5, -2.7]]
}